{"formula": "C8H8", "method": "ωB97M-V with the def2-TZVPD basis set", "charge": 1, "multiplicity": 2, "symbols": ["C", "C", "C", "C", "C", "C", "C", "C", "H", "H", "H", "H", "H", "H", "H", "H"], "xyz": [[1.5759, -0.9536, -0.5263], [2.4319, -0.3532, -1.3829], [-0.4887, 0.4025, -0.9524], [0.3408, -0.3585, -0.0685], [-0.0290, -0.4790, 1.3044], [-1.1973, 0.0603, 1.7751], [-2.0473, 0.7108, 0.8552], [-1.6663, 0.9174, -0.4893], [1.7710, -1.9040, -0.0336], [3.3578, -0.8674, -1.5774], [2.1978, 0.5801, -1.8881], [-0.2293, 0.5933, -1.9800], [0.6508, -0.9556, 1.9949], [-1.3948, -0.0131, 2.8341], [-2.9676, 1.1063, 1.2596], [-2.3057, 1.5137, -1.1246]]}

---

{"formula": "C8H8Cl2O2S", "method": "ωB97M-V with the def2-TZVPD basis set", "charge": 0, "symbols": ["C", "C", "C", "C", "C", "C", "C", "C", "O", "O", "S", "Cl", "Cl", "H", "H", "H", "H", "H", "H", "H", "H"], "xyz": [[-1.5582, 1.1478, 0.3267], [-0.0642, 1.3602, 0.0437], [-0.6450, -1.2927, 0.9505], [-1.8567, -0.2672, 0.7840], [-0.8979, -2.5209, 1.2853], [-2.3836, 0.1885, -0.4947], [0.7691, 1.1170, -0.9609], [2.8442, -0.4830, -0.8986], [-0.9968, -3.6390, 1.6154], [2.6991, 1.5800, 0.8217], [2.6446, 1.3681, -0.6315], [-2.9788, -0.4963, 2.1326], [0.4456, 0.6075, -2.5960], [-1.6066, 2.0804, 0.8636], [0.5262, 1.7544, 0.8300], [0.2068, -0.6085, 0.8826], [-3.4700, 0.2890, -0.4543], [-2.0364, -0.1053, -1.5313], [1.9299, -0.7003, -0.3437], [3.8551, -0.8414, -0.7067], [2.5736, -0.5382, -1.9183]]}

---

{"formula": "C8H8ClN2", "method": "ωB97M-V with the def2-TZVPD basis set", "charge": 1, "smiles": "ClC[N+]1=c2ccccc2=NC1", "symbols": ["C", "C", "C", "C", "C", "C", "C", "C", "N", "N", "Cl", "H", "H", "H", "H", "H", "H", "H", "H"], "xyz": [[0.2443, -2.1106, -1.8888], [1.2954, -1.1572, -1.8496], [-0.8676, -1.9310, -1.0886], [1.3094, -0.1043, -0.9714], [-0.7901, -0.9038, -0.1054], [0.3034, -0.0222, -0.0566], [-1.3114, 0.3988, 1.6334], [0.5072, 2.2873, 1.4428], [-1.5369, -0.7396, 0.9450], [0.0482, 0.9699, 1.2812], [-0.1809, 3.4347, 0.0882], [0.0909, -2.7761, -2.7817], [2.2714, -1.4420, -2.3524], [-1.7273, -2.6077, -1.2644], [2.0421, 0.5653, -1.0788], [-2.1969, 1.0111, 1.4828], [-1.3122, 0.1147, 2.7357], [0.1347, 2.8211, 2.4660], [1.6764, 2.1917, 1.3627]]}

---

{"formula": "C8H8ClN3OS", "method": "ωB97M-V with the def2-TZVPD basis set", "charge": 0, "smiles": "S=Cc1ccc(Cl)nc1.CN(O)C#N", "symbols": ["C", "C", "C", "C", "C", "C", "C", "C", "N", "N", "N", "O", "S", "Cl", "H", "H", "H", "H", "H", "H", "H", "H"], "xyz": [[0.1705, 1.8209, 0.3408], [-0.7452, -1.4864, -0.6712], [-2.0311, -1.0974, -0.9716], [-1.1376, -0.5945, 1.5587], [-0.2737, -1.1772, 0.6277], [-2.8026, -0.4849, 0.0056], [1.7533, 1.4949, -1.4874], [0.9914, -1.5402, 1.0643], [-0.8977, 2.0214, 0.7097], [-2.4066, -0.3134, 1.2779], [1.4050, 1.7251, -0.1021], [2.3695, 1.1028, 0.7903], [2.0217, -2.4719, 0.1606], [-4.3684, -0.2858, -0.4028], [-0.0416, -1.9420, -1.4018], [-2.6616, -1.2025, -1.9197], [-0.7074, -0.2521, 2.5503], [1.9123, 0.5000, -1.7757], [2.6456, 1.9746, -1.6045], [0.8478, 1.7534, -2.0713], [2.7862, 1.8955, 1.1977], [1.1703, -1.4404, 2.1245]]}

---

E_tot (Eh)
-309.3040 -1778.5101 -878.9548 -1407.3851
Molecular weight (g mol⁻¹)
104.15 239.12 167.62 229.69